{
  "formula": "C35H53NOP3Pb",
  "method": "ωB97M-V/def2-TZVPD",
  "fmax_ha_per_bohr": 0.0747,
  "e_homo_ev": [-16.6, -16.5],
  "total_charge": 3,
  "lumo_energy_ha": [-0.4325, -0.4281],
  "homo_lumo_gap_ev": [4.81, 4.86],
  "elements": ["Pb", "P", "P", "N", "C", "H", "H", "C", "H", "H", "C", "H", "H", "C", "H", "H", "C", "C", "H", "H", "H", "C", "C", "H", "H", "H", "C", "C", "H", "H", "H", "C", "C", "H", "H", "H", "C", "C", "H", "H", "H", "C", "H", "H", "H", "C", "H", "H", "H", "C", "H", "H", "H", "H", "H", "H", "H", "O", "H", "H", "C", "C", "C", "C", "C", "C", "P", "C", "C", "C", "C", "C", "C", "C", "C", "C", "C", "C", "C", "H", "H", "H", "H", "H", "H", "H", "H", "H", "H", "H", "H", "H", "H", "H"],
  "coordinates": [[-0.474964, 0.025186, 0.900444], [-1.884084, 1.000474, -1.419805], [2.121290, -1.159401, 1.079257], [0.366100, -1.246855, -1.639626], [-1.488327, -0.087233, -2.865861], [-2.460202, -0.325060, -3.354947], [-0.951274, 0.587265, -3.555030], [-0.637110, -1.365148, -2.705751], [-1.291229, -2.240125, -2.631725], [-0.068104, -1.477096, -3.647687], [1.232100, -2.431580, -1.448531], [1.708894, -2.629963, -2.427119], [0.681917, -3.343312, -1.178705], [2.376152, -2.181993, -0.451849], [3.188773, -1.653683, -0.976000], [2.801730, -3.144091, -0.105191], [2.045073, -2.383490, 2.473024], [1.493005, -1.736244, 3.744582], [1.018370, -2.520172, 4.346397], [0.743729, -0.955837, 3.551855], [2.296979, -1.304909, 4.346962], [3.670400, -0.148824, 1.243549], [3.629233, 0.722235, 2.501366], [4.492773, 1.401879, 2.495471], [3.712785, 0.128325, 3.420236], [2.727583, 1.345324, 2.563586], [-1.698578, 2.727229, -2.118144], [-2.048779, 3.796087, -1.079232], [-1.711159, 4.772539, -1.456742], [-1.558521, 3.634474, -0.111559], [-3.132766, 3.886306, -0.926449], [-3.702335, 0.727179, -1.068901], [-4.109112, 1.410133, 0.240594], [-5.121526, 1.067802, 0.494907], [-4.151749, 2.504906, 0.132015], [-3.453528, 1.153422, 1.086245], [-0.418358, 2.366307, 2.675615], [4.997949, -0.906241, 1.151691], [5.171852, -1.548168, 2.024353], [5.087881, -1.500661, 0.235059], [5.813316, -0.163868, 1.136575], [-2.402584, 3.018381, -3.449604], [-2.068379, 4.013602, -3.786704], [-2.137686, 2.304800, -4.241421], [-3.496127, 3.067229, -3.343041], [-4.689825, 1.066057, -2.195158], [-5.644138, 0.586066, -1.922861], [-4.893028, 2.150624, -2.256546], [-4.389311, 0.677558, -3.181968], [3.322496, -3.176747, 2.788380], [4.022077, -2.587265, 3.400661], [3.025063, -4.041243, 3.406192], [3.840237, -3.570126, 1.893818], [1.302057, -3.106172, 2.088866], [-3.710382, -0.367107, -0.923505], [3.598123, 0.521428, 0.363950], [-0.606740, 2.766274, -2.296322], [-0.759058, 3.069089, 3.510444], [1.018635, -0.561641, -2.039665], [0.762808, 1.277947, 0.167246], [-0.622348, -5.697834, 4.716937], [-0.165995, -5.723815, 3.395784], [-0.571199, -4.727718, 2.499704], [-1.429936, -3.696659, 2.930080], [-1.881927, -3.690288, 4.253373], [-1.473538, -4.684569, 5.143894], [-1.998790, -2.481433, 1.641342], [-3.000757, -3.680817, 0.657197], [-2.571698, -4.002941, -0.649256], [-3.223669, -5.012597, -1.366264], [-4.285709, -5.708197, -0.787229], [-4.696523, -5.410491, 0.507192], [-4.047035, -4.410862, 1.229729], [-3.251817, -1.506744, 2.560730], [-4.620192, -1.494156, 2.219873], [-5.521110, -0.727892, 2.984159], [-5.048324, 0.089265, 4.011268], [-3.671716, 0.177944, 4.263812], [-2.785531, -0.625685, 3.546539], [-0.304749, -6.484059, 5.399483], [0.495489, -6.514597, 3.032995], [-0.255340, -4.759941, 1.454319], [-2.568952, -2.917160, 4.599417], [-1.836938, -4.666360, 6.179357], [-1.724615, -3.453216, -1.085876], [-2.888365, -5.251573, -2.384265], [-4.793814, -6.491658, -1.354948], [-5.516678, -5.950702, 0.972169], [-4.338265, -4.200151, 2.250731], [-4.978802, -2.085136, 1.397218], [-6.585473, -0.791271, 2.758727], [-5.759343, 0.685100, 4.598725], [-3.307094, 0.833118, 5.052549], [-1.712189, -0.559958, 3.777737]],
  "atomic_forces_ev_per_a": [[1.304, 0.652, -1.626], [-1.733, 0.280, -1.199], [1.202, -1.396, 0.437], [0.216, 0.434, 0.830], [0.235, 0.095, -0.376], [0.628, 0.121, 0.306], [-0.244, -0.154, 0.225], [-0.127, 0.014, -0.838], [0.342, 0.129, 0.424], [-0.488, -0.194, 0.115], [0.278, -0.313, -0.445], [-0.111, -0.310, 0.378], [-0.243, 0.480, 0.002], [0.278, 0.309, -0.169], [-0.178, -0.158, 0.131], [-0.200, 0.418, -0.199], [-0.509, 0.098, -0.282], [-0.116, -0.305, 0.257], [0.030, 0.202, 0.004], [0.073, -0.110, 0.060], [-0.177, 0.037, -0.106], [-0.473, 0.969, -0.378], [0.054, 0.210, 0.284], [-0.246, -0.172, -0.061], [-0.050, 0.084, -0.244], [0.119, -0.141, -0.019], [0.981, 0.064, 0.614], [-0.040, 0.367, 0.035], [-0.053, -0.295, 0.122], [-0.108, -0.007, -0.125], [0.344, -0.078, -0.064], [0.641, -0.331, 0.404], [-0.349, 0.067, 0.046], [0.254, 0.140, 0.046], [0.040, -0.488, 0.108], [-0.117, 0.060, -0.136], [-1.169, 1.785, 2.495], [0.239, -0.346, -0.032], [-0.058, 0.224, -0.372], [0.028, 0.045, 0.235], [-0.376, -0.176, -0.050], [-0.234, -0.150, -0.279], [-0.027, -0.361, 0.164], [-0.183, 0.203, 0.182], [0.544, -0.046, -0.098], [-0.207, 0.067, -0.076], [0.295, 0.129, -0.171], [0.180, -0.587, 0.010], [-0.153, 0.250, 0.363], [0.214, -0.245, -0.014], [-0.222, -0.199, -0.340], [0.085, 0.267, -0.244], [-0.208, 0.218, 0.462], [0.127, 0.270, 0.127], [-0.145, 0.111, 0.072], [0.052, -0.160, 0.263], [-0.275, 0.087, 0.035], [1.018, -1.794, -2.295], [-0.243, 0.171, 0.604], [-0.375, -0.269, 0.147], [0.233, -0.132, -0.134], [-0.115, 0.388, -0.717], [0.110, -0.207, 0.321], [0.553, 0.335, -0.535], [-0.015, 0.351, 0.443], [-0.311, 0.161, 0.081], [-2.413, -2.175, 2.048], [0.852, -0.062, -1.531], [-0.252, 0.163, 0.293], [0.288, 0.191, -0.144], [0.060, -0.054, -0.328], [0.234, 0.323, 0.147], [0.064, 0.051, 0.211], [0.112, 0.764, -0.728], [0.269, 0.435, 0.764], [0.517, -0.324, -0.251], [-0.121, 0.127, -0.072], [-0.123, -0.339, -0.025], [0.025, 0.366, 0.260], [-0.098, 0.215, -0.074], [-0.273, 0.198, 0.249], [-0.010, -0.104, 0.261], [0.248, -0.240, -0.060], [0.135, -0.029, -0.535], [-0.463, -0.379, 0.183], [-0.209, 0.056, 0.513], [0.192, 0.266, 0.206], [0.148, 0.062, -0.101], [-0.092, -0.113, 0.004], [-0.145, -0.140, -0.111], [0.268, 0.106, 0.085], [0.399, -0.282, -0.263], [-0.046, -0.115, -0.197], [-0.384, -0.140, -0.010]],
  "lowdin_charge": [0.84, 0.99, 0.98, -0.14, -0.27, 0.11, 0.09, -0.25, 0.10, 0.14, -0.24, 0.14, 0.12, -0.27, 0.09, 0.11, -0.54, -0.11, 0.09, 0.03, 0.09, -0.53, -0.09, 0.10, 0.08, 0.07, -0.52, -0.10, 0.10, 0.07, 0.08, -0.53, -0.11, 0.09, 0.08, 0.04, -0.04, -0.08, 0.07, 0.08, 0.11, -0.08, 0.11, 0.08, 0.07, -0.08, 0.10, 0.09, 0.08, -0.08, 0.09, 0.10, 0.09, 0.07, 0.10, 0.12, 0.12, 0.11, 0.12, -0.07, -0.02, -0.04, -0.11, -0.34, -0.06, -0.03, 1.07, -0.36, -0.10, -0.05, -0.04, -0.03, -0.09, -0.42, -0.07, -0.04, -0.03, -0.04, -0.17, 0.13, 0.13, 0.11, 0.11, 0.13, 0.06, 0.12, 0.13, 0.13, 0.12, 0.10, 0.13, 0.13, 0.12, 0.09]
}